(1)
The following is a quantum chemistry calculation of a cluster of 14 separate species, C5H39NO14S in total, from OMol25.

Energy relative to the best compared isomer or geometry (same formula, charge and spin) (kJ/mol): 458.98
Calculated total energy (hartree): -1720.07339
LUMO (Ha): 0.003
M (g/mol): 369.43
E_HOMO (eV): -8.31
Kohn-Sham gap (eV): 8.392

XYZ file:
```
60
Properties=species:S:1:pos:R:3:forces:R:3
C 0.5900 -2.3600 -1.6303 0.8 2.6 -3.3
N 0.9778 -0.9595 -1.3001 1.7 1.7 -0.5
C -0.0475 0.0050 -0.9755 0.4 2.0 0.0
C 0.4480 1.5820 -0.9349 -2.0 -1.3 -0.7
C 1.1815 2.1101 0.2988 0.9 -0.8 -2.7
S 1.3050 3.8947 0.1705 0.3 0.6 -0.2
C -1.2980 0.0278 -1.8906 -0.1 -0.3 2.5
O -2.1845 -0.9833 -1.3673 -0.1 0.7 -0.2
H 1.5332 -2.8067 -1.4507 0.4 -1.7 0.3
H -0.2955 -2.7067 -1.1259 0.0 -0.1 0.5
H 0.4285 -2.4062 -2.7942 -0.1 -0.3 2.0
H 1.8256 -0.4838 -1.7964 -2.6 -1.8 0.7
H -0.3525 -0.2413 0.0521 -0.5 0.2 -0.1
H 0.8603 1.7012 -1.9735 0.3 0.6 1.7
H -0.4663 2.2367 -0.9531 0.5 -1.1 0.1
H 0.6557 1.8730 1.1730 -0.6 -0.6 1.1
H 2.1116 1.5712 0.3098 0.8 0.4 0.5
H 0.9090 4.0167 -1.1270 0.2 -0.1 0.6
H -1.7646 1.0049 -1.6495 0.1 -0.8 -1.2
H -1.0418 -0.1728 -2.9384 -0.3 0.3 0.3
H -2.7343 -0.5236 -0.6977 0.1 -0.7 -0.6
H -2.3178 -2.7012 0.8851 -0.2 0.2 0.2
H -1.4827 -3.8420 1.4545 0.4 -0.4 1.5
O -1.8302 -3.4922 0.6640 -0.3 -0.1 -2.1
H -4.0107 -0.3235 1.9846 0.8 0.9 -1.4
H -2.7057 0.2096 1.3619 1.0 0.1 0.6
O -3.6252 0.1221 1.1739 -1.7 -1.0 0.6
H -0.6843 -1.5244 1.8148 -0.7 0.0 0.5
H -1.4647 -1.0031 3.0455 -0.4 1.4 0.7
O -1.1904 -1.7955 2.6115 0.9 -0.8 -1.1
H 3.3551 -0.6884 3.1314 0.5 -0.3 0.1
H 2.2572 0.1382 2.7058 -0.1 0.3 -0.3
O 3.1722 0.2379 2.9754 0.5 0.6 0.8
H -0.5393 3.2965 3.2464 0.2 0.4 -0.2
H -0.7617 2.6175 1.8513 0.1 0.6 -0.2
O -0.8960 2.5327 2.7951 -0.2 -0.2 0.2
H 3.8224 0.4197 0.3813 -0.8 -0.7 0.6
H 4.8262 1.4229 0.7259 0.3 0.1 0.0
O 4.5734 0.8469 -0.0032 0.4 0.5 -0.4
H -3.7968 -2.1039 -2.7360 -0.2 -1.0 1.5
H -3.3823 -3.3460 -1.8697 -0.2 0.5 0.0
O -4.0787 -2.6760 -1.9679 0.0 0.2 -1.4
H -0.8113 2.7524 -2.6583 0.4 0.1 -1.6
H -2.3413 3.1462 -3.2015 0.9 -0.1 -0.7
O -1.7279 2.9164 -2.5057 -1.6 0.6 1.7
H 3.6410 0.2967 -2.3070 0.3 -0.4 -0.1
H 2.9233 1.5693 -2.3481 -0.2 -0.4 -0.4
O 2.8542 0.6649 -2.7257 1.2 1.1 0.7
H 1.2582 -1.7197 1.5041 1.6 1.7 -0.6
H 2.0819 -1.0062 0.3665 -1.1 0.1 0.6
O 1.7581 -0.8590 1.2926 -1.2 -2.4 -0.3
H 0.4816 -2.4917 3.1071 -1.5 1.0 0.1
H 1.0042 -3.7385 3.6467 0.2 -0.7 0.3
O 1.3034 -2.9132 3.2780 1.3 -0.5 0.0
H -2.3560 1.6778 3.2620 0.1 -1.2 0.4
H -2.5289 0.8881 4.5647 0.0 0.0 0.8
O -2.5229 0.7666 3.6251 -0.3 0.4 -0.7
H 1.2477 1.0512 -3.4300 -0.5 0.0 -1.0
H 1.1365 0.9071 -4.9057 0.4 -0.4 -1.0
O 0.7173 1.3641 -4.1953 -0.2 0.3 1.4
```
Positions in Å, forces in eV/Å.

***

(2)
The following is a quantum chemistry calculation of a structure of composition C5H3AlCl2NO3Rh, from OMol25.

Energy relative to the best compared isomer or geometry (same formula, charge and spin) (kJ/mol): 185.89
Spin multiplicity: 5
Calculated total energy (hartree): -1744.11766
LUMO (alpha / beta) (Ha): -0.601 / -0.825
M (g/mol): 325.88
E_HOMO (alpha / beta) (eV): -25.60 / -26.59
Kohn-Sham gap (alpha / beta) (eV): 9.233 / 4.142
Net charge: +4

XYZ file:
```
16
Properties=species:S:1:pos:R:3:forces:R:3
Rh -0.1437 -0.8034 -3.8190 -1.5 -2.2 6.3
Al -0.6723 0.3544 0.0658 2.0 -4.4 2.2
Cl -0.1927 -1.6616 -1.4973 -0.4 2.4 0.9
Cl -1.7700 1.9759 -0.4539 -1.5 1.8 -0.4
C 1.4039 1.0572 0.8306 3.4 3.1 1.4
C 0.5031 -2.2234 -4.7038 6.4 -13.9 -7.1
C -0.3267 0.6111 -4.8223 -1.0 12.9 -7.5
O 2.3157 1.6703 1.1857 -4.4 -3.3 -1.7
O 0.9797 -3.2365 -5.2158 -4.0 8.6 4.1
O -0.3584 1.6062 -5.4698 0.2 -6.1 3.5
C -2.7352 -1.7701 3.6527 0.4 0.3 -0.6
C -2.1108 -1.1048 2.5314 0.3 0.3 -0.1
N -1.5340 -0.5700 1.6499 0.1 0.5 -0.9
H -3.7644 -1.2664 3.7857 0.8 -0.7 0.1
H -2.0749 -1.5963 4.5594 -0.8 -0.1 -0.6
H -2.8232 -2.8614 3.3756 -0.2 0.8 0.4
```
Positions in Å, forces in eV/Å.

***

(3)
The following is a quantum chemistry calculation of a cluster of 2 separate species, C5H3BrCl2O in total, from OMol25.

Energy relative to the best compared isomer or geometry (same formula, charge and spin) (kJ/mol): 0.00
Calculated total energy (hartree): -3761.81569
LUMO (Ha): -0.033
M (g/mol): 229.89
E_HOMO (eV): -8.61
Kohn-Sham gap (eV): 7.713

XYZ file:
```
12
Properties=species:S:1:pos:R:3:forces:R:3
C 1.0779 -0.7698 1.0444 -1.5 0.6 -0.7
C -0.0930 -0.2306 1.4913 0.2 -1.1 -1.1
C 0.8125 -1.1402 -0.2941 -1.0 0.4 -0.9
C -0.4819 1.8783 -1.4096 0.5 -0.4 -0.9
C -0.4871 -0.7803 -0.5543 -0.6 -1.2 -1.7
O -1.1010 -0.3133 0.5088 1.7 1.0 3.5
Cl -0.1216 2.6883 0.0156 -0.2 0.4 0.4
Cl -2.0951 2.0984 -1.9345 -0.2 0.2 0.3
Br 2.0100 -1.8318 -1.5354 0.1 -0.1 -0.1
H 2.0229 -0.8129 1.5201 0.5 -0.1 0.5
H -0.2800 0.0595 2.4784 -1.0 0.6 0.9
H -1.2636 -0.8457 -1.3308 1.4 -0.4 -0.3
```
Positions in Å, forces in eV/Å.

***

(4)
The following is a quantum chemistry calculation of a cluster of 2 separate species, C5H3BrN2 in total, from OMol25.

Energy relative to the best compared isomer or geometry (same formula, charge and spin) (kJ/mol): 138.02
Calculated total energy (hartree): -2875.68255
LUMO (Ha): -0.010
M (g/mol): 171.00
E_HOMO (eV): -8.91
SMILES: N=C=CBr.C#CC#N
Kohn-Sham gap (eV): 8.645

XYZ file:
```
11
Properties=species:S:1:pos:R:3:forces:R:3
C -2.9304 0.0995 -0.6542 0.6 -0.8 0.2
C 1.3466 -1.0246 0.0653 -0.7 -0.7 -0.7
C -1.8382 0.7510 -0.1243 1.4 2.0 0.5
C -0.9797 1.5033 0.3055 -2.5 -1.9 -0.7
C 2.0246 -0.4216 0.9832 1.5 2.1 0.0
N -3.7478 -0.6239 -1.0124 -0.4 0.1 -0.3
N 0.9711 -1.6516 -0.8871 0.3 -0.4 -1.0
Br 3.1116 0.9970 0.0691 -0.4 -0.8 0.6
H 0.3790 -1.4693 -1.7023 -0.2 0.2 1.2
H -0.4719 2.1837 0.9089 1.0 0.6 0.3
H 2.1351 -0.3435 2.0482 -0.6 -0.4 -0.1
```
Positions in Å, forces in eV/Å.

***

(5)
The following is a quantum chemistry calculation of an isolated molecule of C5H3Cl2N3, from OMol25.

Energy relative to the best compared isomer or geometry (same formula, charge and spin) (kJ/mol): 62.37
Calculated total energy (hartree): -1276.84895
LUMO (Ha): -0.024
M (g/mol): 176.01
E_HOMO (eV): -8.52
Kohn-Sham gap (eV): 7.868

XYZ file:
```
13
Properties=species:S:1:pos:R:3:forces:R:3
C 1.9816 -0.6185 -0.7203 0.1 -0.3 -0.4
C -1.6215 -0.0876 0.3734 -0.2 -0.8 0.3
C 1.6070 0.2501 0.3530 -0.8 0.4 1.0
C -1.3196 1.7420 -1.2120 0.0 0.8 0.0
C -0.4547 -0.6659 1.0798 -0.4 -1.1 -0.4
N 2.3630 -1.2066 -1.6267 0.2 0.0 -0.2
N -1.4722 0.7416 -0.5798 0.1 0.4 0.4
N 0.6113 0.2224 1.1206 1.3 0.6 -0.4
Cl 2.7501 1.5219 0.5371 0.3 0.3 0.1
Cl -0.0138 -2.3155 0.2687 -0.4 0.1 0.5
H -2.5977 -0.4995 0.5578 -0.2 0.0 0.0
H -1.1197 1.8707 -2.2517 0.1 -0.3 -0.6
H -0.7139 -0.9550 2.1001 0.0 0.0 -0.2
```
Positions in Å, forces in eV/Å.

***

(6)
The following is a quantum chemistry calculation of an isolated molecule of C5H3ClN4, from OMol25.

Energy relative to the best compared isomer or geometry (same formula, charge and spin) (kJ/mol): 62.15
Calculated total energy (hartree): -871.55258
LUMO (Ha): -0.003
M (g/mol): 154.56
E_HOMO (eV): -9.77
SMILES: N#Cc1cnc(Cl)nc1N
Kohn-Sham gap (eV): 9.682

XYZ file:
```
13
Properties=species:S:1:pos:R:3:forces:R:3
C 0.0079 -0.2764 -0.6477 0.9 0.0 -2.3
C -1.6614 -0.9576 0.6095 -1.5 0.9 2.1
C -0.1470 0.4031 1.5754 -2.0 -0.2 0.4
C 0.4847 0.5715 0.3730 0.2 -0.2 -1.0
C 1.4973 1.5540 0.0455 1.3 1.0 1.1
H 0.5069 -1.1172 -2.5646 -0.1 1.3 1.8
H 1.7525 -0.0995 -1.8208 -2.3 -0.5 0.2
H 0.1336 1.0174 2.3927 0.3 0.3 0.8
N 0.7334 -0.4247 -1.7987 1.8 -0.3 -1.0
N -1.1718 -0.8850 -0.5881 1.0 -0.6 0.0
N -1.2658 -0.3703 1.7785 1.6 -0.2 -2.2
N 2.3322 2.3667 -0.0502 -1.6 -1.6 -0.2
Cl -3.2025 -1.7820 0.6955 0.4 0.1 0.2
```
Positions in Å, forces in eV/Å.

***

(7)
The following is a quantum chemistry calculation of an isolated molecule of C5H3F, from OMol25.

Energy relative to the best compared isomer or geometry (same formula, charge and spin) (kJ/mol): 325.53
Calculated total energy (hartree): -291.92744
LUMO (alpha / beta) (Ha): -0.013 / -0.013
M (g/mol): 82.08
E_HOMO (alpha / beta) (eV): -8.71 / -8.71
SMILES: FC#CC1=CC1
Kohn-Sham gap (alpha / beta) (eV): 8.362 / 8.361

XYZ file:
```
9
Properties=species:S:1:pos:R:3:forces:R:3
C -0.1292 -0.0962 -0.3114 -1.4 -1.3 -6.5
C -1.5444 -0.6475 1.3938 -4.5 -0.4 4.0
C 1.0708 0.6498 -0.2224 0.5 2.7 0.4
C 0.5320 -0.0345 -1.4995 -1.1 0.0 3.7
C -1.3937 -0.5501 0.1834 2.6 0.5 0.8
F -2.2919 -0.6510 2.5235 2.1 -0.2 -2.5
H 1.8546 0.1280 0.1970 2.0 -0.8 1.4
H 1.0586 1.7470 0.1386 0.0 -1.3 -1.4
H 0.8432 -0.5454 -2.4030 -0.2 0.6 0.0
```
Positions in Å, forces in eV/Å.

***

(8)
The following is a quantum chemistry calculation of an isolated molecule of C5H3F, from OMol25.

Energy relative to the best compared isomer or geometry (same formula, charge and spin) (kJ/mol): 22.93
Spin multiplicity: 3
Calculated total energy (hartree): -291.86671
LUMO (alpha / beta) (Ha): 0.030 / -0.063
M (g/mol): 82.08
E_HOMO (alpha / beta) (eV): -8.17 / -9.83
Kohn-Sham gap (alpha / beta) (eV): 8.985 / 8.120

XYZ file:
```
9
Properties=species:S:1:pos:R:3:forces:R:3
C 2.0962 -0.4701 0.2567 -0.8 0.5 -0.1
C 3.2081 -0.0660 0.0402 0.5 -0.7 0.1
C -0.3573 0.0296 -0.4799 -0.4 -0.2 -3.1
C 0.6530 -0.6537 0.4329 0.2 -3.0 1.5
C -0.3318 -1.4085 -0.4667 1.1 0.6 0.7
F 4.4797 0.1054 -0.1571 -0.9 0.1 0.1
H -1.0886 0.6666 -0.0779 -1.0 0.7 0.7
H -0.0539 0.3429 -1.5423 0.2 0.2 1.8
H 0.2829 -1.0251 1.4865 1.0 1.7 -1.7
```
Positions in Å, forces in eV/Å.

***

(9)
The following is a quantum chemistry calculation of a structure of composition C5H3F3NO13S2Zr, from OMol25.

Calculated total energy (hartree): -2368.04109
LUMO (Ha): 0.065
M (g/mol): 497.42
E_HOMO (eV): -4.87
Kohn-Sham gap (eV): 6.649
Net charge: -1

XYZ file:
```
28
Properties=species:S:1:pos:R:3:forces:R:3
Zr 1.5368 -0.4620 -1.0039 1.6 -0.3 -5.7
C 3.4785 1.0377 -1.1393 -9.0 -7.1 -1.2
O 2.7326 0.9100 -2.1890 -0.5 3.4 -10.3
O 2.5726 1.3387 -0.3346 -1.6 6.9 9.1
O 3.7073 -0.1989 -0.9255 7.6 -5.4 3.0
C 0.5378 -2.2922 -2.3831 3.9 9.2 5.4
O 0.0859 -2.1399 -1.2158 -6.6 -5.1 7.0
O 1.7688 -2.2986 -2.2474 9.5 -7.4 -1.5
O 0.4415 -1.0573 -2.7794 -5.1 6.4 -8.4
N 1.2610 -0.8338 1.0621 1.8 -2.7 5.4
S 0.6119 -0.4083 2.4531 -5.2 4.9 0.9
O 1.3014 0.6565 3.1391 -0.2 -1.6 -0.3
O -0.1234 -1.3991 3.1890 1.1 0.5 -0.6
F -0.5592 0.4090 1.7194 -0.2 0.0 0.2
S 2.4235 -1.7417 1.9913 6.0 -3.7 -3.7
O 2.0109 -2.9628 2.6197 -0.7 1.5 0.1
O 3.5403 -0.9928 2.5088 -2.0 -0.1 0.0
F 3.1351 -2.4001 0.6585 -1.1 0.9 0.4
C -3.8165 0.8792 -0.4934 -1.3 0.7 0.1
C -3.4637 2.3373 -0.4236 0.1 -0.5 -0.1
O -2.1695 2.2925 -1.0243 -0.5 2.0 0.1
C -1.6264 1.1158 -0.7670 1.1 -1.7 -0.1
O -0.4689 0.8419 -0.9719 -0.8 0.4 0.5
O -2.5641 0.2667 -0.3004 0.5 -0.4 -0.4
F -3.3743 2.6857 0.8817 0.5 0.4 0.7
H -4.2850 0.6906 -1.4612 0.4 -0.5 -0.1
H -4.5460 0.6559 0.2831 0.4 -0.4 0.2
H -4.1486 3.0700 -0.8460 0.4 -0.2 -0.7
```
Positions in Å, forces in eV/Å.

***

(10)
The following is a quantum chemistry calculation of an isolated molecule of C5H3F3O3, from OMol25.

Energy relative to the best compared isomer or geometry (same formula, charge and spin) (kJ/mol): 0.00
Calculated total energy (hartree): -717.50285
LUMO (Ha): -0.067
M (g/mol): 168.07
E_HOMO (eV): -9.87
SMILES: O=C1C(=O)C1(CO)C(F)(F)F
Kohn-Sham gap (eV): 8.043

XYZ file:
```
14
Properties=species:S:1:pos:R:3:forces:R:3
C 0.7766 -1.2660 -2.0329 -0.6 -4.1 0.5
C 1.7332 -0.2182 -2.1800 2.3 0.8 -1.0
C 0.3677 0.0603 -1.7698 -3.1 3.6 3.9
C 0.0296 0.2419 0.0881 0.8 1.6 -1.5
C -0.6676 1.0437 -2.3115 -0.9 -0.4 -0.2
O 0.4334 -2.4176 -1.9364 0.2 0.6 -0.3
O 2.7553 0.1954 -2.6579 -0.6 0.0 0.5
O -1.2217 -0.1375 0.4339 0.7 -0.8 -0.2
F -1.9824 0.7489 -2.1196 0.8 -0.9 -0.1
F -0.5777 2.2629 -1.8063 0.9 0.7 0.4
F -0.4698 1.1127 -3.6157 0.0 0.2 -1.1
H 0.2501 1.2902 0.2842 -0.8 0.4 -0.9
H 0.7800 -0.1682 0.7017 1.2 -1.7 0.0
H -1.0620 -1.0603 0.6816 -1.0 -0.1 0.1
```
Positions in Å, forces in eV/Å.

***

(11)
The following is a quantum chemistry calculation of a structure of composition C5H3F7O4S2Tm, from OMol25.

Spin multiplicity: 3
Calculated total energy (hartree): -3072.57051
LUMO (alpha / beta) (Ha): -0.466 / -0.567
M (g/mol): 493.13
E_HOMO (alpha / beta) (eV): -19.54 / -19.51
Kohn-Sham gap (alpha / beta) (eV): 6.853 / 4.094
Net charge: +3

XYZ file:
```
22
Properties=species:S:1:pos:R:3:forces:R:3
O -2.0245 -2.0634 -1.8150 -0.1 0.2 -0.5
S -2.4224 -0.8968 -1.0471 1.6 1.2 2.3
O -3.6976 -0.4169 -1.4469 -0.5 -0.5 -0.4
O -2.1999 -1.2828 0.4482 -0.4 -0.1 -1.6
C -1.5105 -0.2558 1.2679 -0.5 0.2 0.9
S -0.4557 -1.0279 2.4952 0.2 0.0 -0.2
C -0.9148 0.7291 0.2016 -1.6 1.4 1.0
C 0.5426 1.2708 0.2891 0.5 -0.1 -0.3
F 0.7551 1.7417 1.5095 -0.2 -0.3 0.5
F 0.6599 2.3253 -0.5354 -0.2 -0.3 -0.6
C 1.7493 0.3013 -0.0291 -1.2 -0.3 -0.3
F 2.8136 1.1275 -0.6600 -2.0 -0.5 0.7
F 2.3121 -0.1979 1.0162 0.2 0.0 0.7
C 1.4989 -0.8480 -1.0384 2.1 -0.7 -0.7
F 0.7010 -1.7596 -0.5665 -1.1 0.1 0.4
F 2.7008 -1.4450 -1.1998 0.4 0.2 0.1
F 1.1489 -0.4200 -2.2236 -0.8 0.5 -0.3
O -1.4268 0.3777 -1.0968 0.2 -1.9 -0.3
H -2.3671 0.2306 1.7579 0.6 0.0 0.0
H -1.0628 -0.6637 3.6616 -0.2 0.0 -0.7
H -1.4941 1.6514 0.4061 0.7 0.0 0.1
Tm 4.6942 1.5224 -1.3946 2.3 0.5 -0.9
```
Positions in Å, forces in eV/Å.

***

(12)
The following is a quantum chemistry calculation of a structure of composition C5H3LaO3, from OMol25.

Spin multiplicity: 2
Calculated total energy (hartree): -448.23883
LUMO (alpha / beta) (Ha): -0.576 / -0.569
M (g/mol): 249.98
E_HOMO (alpha / beta) (eV): -18.11 / -17.95
Kohn-Sham gap (alpha / beta) (eV): 2.436 / 2.468
Net charge: +3

XYZ file:
```
12
Properties=species:S:1:pos:R:3:forces:R:3
C 1.7599 -0.4590 -1.5103 -0.6 -0.1 0.4
C 2.6803 -0.8260 -2.3259 1.9 -0.3 -1.8
O 3.5113 -1.0073 -3.1370 -1.6 0.2 1.6
C 0.8427 -0.7874 -0.4235 1.0 0.3 -0.6
C -0.2392 0.2371 -0.3632 0.4 0.2 -0.4
O -1.2824 0.0140 0.2513 -3.1 0.7 1.0
C -2.2042 1.6802 4.1570 0.9 0.3 1.4
O -2.9342 1.5459 3.2928 -1.1 -0.4 -1.8
La -3.8144 0.9221 0.9050 2.0 -0.6 0.0
H 0.4182 -1.8004 -0.4787 0.0 0.1 0.1
H 1.4017 -0.7140 0.5342 -0.2 -0.1 0.0
H -0.1396 1.1948 -0.9017 0.4 -0.3 0.1
```
Positions in Å, forces in eV/Å.